The following is a DFT calculation (ωB97M-V with the def2-TZVPD basis set) of one molecule with the formula C5H8OS at a distorted geometry.

The orbital gap is 9.2 eV. The value obtained for the HOMO energy is -9.112 eV. The LUMO energy is 0.10 eV. The largest force on an atom is 6.39 eV Å⁻¹. Its SMILES is C=C(C)C(=O)CS.

ORCA input file:
```
! RIJCOSX wB97M-V def2-TZVPD def2/J DEFGRID3
* xyz 0 1
C -1.27021 -1.01779 0.01367
C 0.04280 -0.82243 -0.08004
C 0.93476 -1.98570 -0.13836
C 0.69097 0.48604 -0.06787
O 1.85551 0.59193 -0.40287
C -0.03269 1.81131 0.36106
S -1.25221 2.57092 -0.76073
H -1.79528 -1.94040 0.06584
H -2.02869 -0.23227 0.21049
H 0.51898 -2.66254 -0.80399
H 0.69213 -2.53144 0.90597
H 1.90983 -1.82749 -0.17641
H -0.44606 1.43661 1.31754
H 0.83205 2.43114 0.57667
H -0.65191 3.69211 -1.02097
*
```

Löwdin population analysis, charges in e, atoms 1 to 8:
1. C 0.083
2. C -0.315
3. C -0.034
4. C -0.414
5. O 0.085
6. C -0.477
7. S 0.719
8. H 0.066